Computed, not measured: a 2-piece molecular cluster, CH5N3O4S overall at a distorted geometry, with ωB97M-V with the def2-TZVPD basis set.

Each line ends with the Löwdin charge.
Cartesian coordinates (Å):
C: 0.849 -0.054 2.453  -0.139
N: 0.824 0.240 1.213  0.129
N: -1.451 -1.174 -3.111  -0.180
N: 2.148 0.389 3.125  -0.429
O: 2.820 1.182 2.502  0.137
O: 2.310 0.038 4.297  0.120
O: -1.410 -0.553 -0.616  -0.474
O: -0.944 1.079 -2.356  -0.298
S: -1.968 -0.101 -1.875  0.848
H: 0.221 -0.671 3.155  0.136
H: 0.024 -0.178 0.748  0.000
H: -1.064 2.001 -2.252  0.046
H: -0.418 -1.175 -3.326  0.087
H: -1.942 -1.023 -3.959  0.019

Output
molar mass	155.1	Da
charge	0
orbital gap (alpha / beta)	8.4001 / 7.0784	eV
2S+1	3
LUMO energy (alpha / beta)	0.483 / -3.277	eV
electronic energy	-24605.7919	eV